# 1
# C26H41AsCrN6O6SSi

C26H41AsCrN6O6SSi as an isolated structure at a distorted geometry (ωB97M-V with the def2-TZVPD basis set, the OMol25 dataset).

Structure (XYZ):
```
83
Properties=species:S:1:pos:R:3:forces:R:3:lowdin_charge:R:1
Cr -0.280739 -0.045033 0.540724 -1.0 0.4 0.0 0.992
O -3.592397 -3.342334 -1.863119 -0.3 0.7 1.0 0.029
C -4.193871 -2.214069 -2.289077 1.8 -0.1 0.0 -0.271
C -5.120311 -2.247880 -3.315178 -1.0 0.6 -1.0 -0.005
C -5.484119 -1.045465 -3.927912 -0.4 0.0 -0.4 -0.063
C -5.002357 0.197730 -3.501868 -0.1 -0.1 0.0 -0.097
C -4.117245 0.245283 -2.457673 0.9 -0.4 0.7 -0.016
C -3.670992 -0.959814 -1.864353 -0.7 0.0 -0.2 -0.075
C -2.692369 -0.908676 -0.791945 0.4 0.6 0.0 -0.389
O -2.193115 0.207575 -0.445169 0.9 0.3 0.5 -0.082
N -2.344964 -2.040130 -0.156997 -0.4 -0.5 0.3 0.055
N -1.563575 -1.734079 0.872490 1.3 0.1 1.8 -0.056
C -1.453411 -2.366524 2.014012 0.5 0.3 -1.7 -0.016
C -0.682293 -1.697764 3.073757 0.2 0.5 -0.1 -0.217
C -0.372130 -2.300154 4.313777 0.0 0.3 -1.1 0.008
C 0.417887 -1.543541 5.179384 0.2 0.0 0.3 -0.042
C 0.846654 -0.265984 4.813068 0.2 0.0 0.7 -0.025
C 0.513787 0.245661 3.562107 -0.4 -0.6 0.5 -0.113
N -0.275109 -0.428494 2.732945 0.1 -1.3 -0.4 0.045
H -2.997021 -3.032822 -1.045811 -0.9 -1.1 -1.1 0.066
H -5.566755 -3.181807 -3.666675 0.4 0.2 0.2 0.124
H -6.163507 -1.005859 -4.802952 0.4 -0.5 0.7 0.118
H -5.347173 1.105478 -3.976725 0.0 0.0 -0.1 0.101
H -3.665239 1.164446 -2.069438 -0.4 -0.2 -0.3 0.120
H -1.762356 -3.393675 2.133118 -0.7 -0.1 0.2 0.136
H -0.703299 -3.335881 4.520531 0.2 0.9 0.0 0.132
H 0.751644 -1.949852 6.144987 -0.4 0.2 -0.5 0.124
H 1.414404 0.330932 5.554001 -0.3 -0.4 -0.8 0.129
H 0.850451 1.201893 3.225045 0.1 0.4 -0.1 0.091
C 4.541221 1.526963 1.264835 0.2 -0.4 0.0 -0.242
S 3.441602 1.876514 -0.105068 -1.1 -0.3 1.1 0.774
C 3.504072 3.675128 -0.131796 0.1 -0.1 -0.4 -0.240
O 4.103801 1.298442 -1.287594 0.4 -0.1 -0.9 -0.540
H 5.565054 1.439256 0.875627 -0.3 0.0 0.2 0.073
H 4.195561 0.607744 1.750911 0.2 0.0 -0.4 0.033
H 4.467068 2.291602 2.007101 0.1 0.6 0.5 0.037
H 3.489555 4.105746 0.867169 0.0 -0.2 0.1 0.056
H 2.590109 3.949584 -0.659862 0.2 0.2 0.0 0.034
H 4.384153 4.000694 -0.682155 0.1 0.1 0.0 0.064
C -3.020036 2.594388 2.089048 0.3 0.0 -0.1 -0.157
Si -1.220915 3.012890 1.853806 -0.6 1.3 0.7 0.315
C -0.631146 3.260144 3.637453 0.6 -0.9 -0.1 -0.181
C -1.120170 4.799876 1.133761 0.1 -0.8 0.5 -0.159
O -0.434507 1.876504 0.991732 1.0 -1.0 -0.5 -0.460
H -3.571730 3.412992 2.553924 0.0 -0.1 0.1 0.043
H -3.089096 1.692803 2.698040 -0.2 0.0 0.1 0.034
H -3.464832 2.383844 1.134039 -0.4 -0.2 -0.5 0.018
H -1.088801 4.148998 4.060031 0.0 0.2 0.0 0.034
H 0.461987 3.340961 3.690467 -0.1 0.3 0.1 0.027
H -0.909273 2.409125 4.280726 0.0 0.3 -0.2 0.026
H -1.430213 5.489249 1.924229 0.0 -0.1 0.1 0.031
H -1.822738 4.961561 0.335381 -0.3 0.0 -0.6 0.015
H -0.137960 5.132800 0.815335 0.3 -0.1 -0.1 0.014
C 0.920329 -1.986279 -4.588935 -1.1 -0.6 -0.4 -0.012
N 0.702727 -0.770383 -3.811555 -0.3 0.0 0.1 -0.041
C 0.568242 0.414638 -4.459096 0.3 -0.1 -0.6 -0.033
C 0.392822 1.566074 -3.781094 -0.6 -0.5 -0.4 0.008
C 0.156897 1.426128 -2.381855 0.2 0.8 0.5 -0.330
N 0.271374 0.251929 -1.711513 -0.4 0.3 0.3 0.140
C 0.458641 -0.899834 -2.421158 0.4 -1.4 -0.2 -0.444
O 0.435453 -2.052925 -1.933887 0.1 2.0 -0.2 -0.014
N -0.175631 2.533110 -1.705502 0.4 -0.6 -0.1 0.201
H -0.002974 -2.255923 -5.178959 0.8 0.2 0.8 0.120
H 1.121271 -2.769784 -3.850723 0.0 0.1 -0.6 0.084
H 1.723523 -1.862358 -5.316595 0.1 0.1 0.3 0.095
H 0.606398 0.362261 -5.568566 0.2 0.1 1.0 0.156
H 0.273356 2.510620 -4.310504 0.1 -0.3 0.4 0.123
H -0.328013 3.395489 -2.218406 0.2 -0.4 0.4 0.131
H -0.167324 2.460566 -0.681317 -0.5 0.3 0.0 0.050
C 3.699975 -2.182759 -0.968439 -0.7 -0.5 -0.4 -0.162
As 2.447003 -2.528751 0.463581 0.7 0.1 -0.2 1.068
C 1.370169 -4.093094 0.205119 -1.0 1.1 0.2 -0.174
C 3.515246 -2.948734 2.053662 -0.6 0.7 -0.3 -0.178
O 1.526476 -1.143775 0.702265 -0.7 0.6 0.4 -0.555
H 3.172340 -2.384604 -1.924291 0.4 0.0 0.6 0.046
H 4.617104 -2.776650 -0.872580 -0.4 0.1 0.0 0.052
H 3.921539 -1.128011 -0.921538 0.2 0.4 0.0 0.006
H 1.459285 -4.701640 1.087400 0.0 -0.4 0.3 0.034
H 1.561112 -4.643387 -0.692512 0.3 -0.2 -0.5 0.045
H 0.359737 -3.655051 0.132623 0.3 -0.4 0.0 0.025
H 4.284238 -3.678203 1.818154 0.1 0.1 -0.1 0.046
H 2.826754 -3.383274 2.766115 -0.1 -0.1 0.3 0.025
H 3.928687 -2.022362 2.467912 0.0 -0.3 -0.1 0.037
```
Positions in Å, forces in eV/Å.

Calculated values
Electronic energy: -5763.1650 hartree
2S+1: 4
Gap between HOMO and LUMO (alpha / beta): 6.73 / 6.54 eV
Energy above the lowest of the compared OMol25 structures with the same formula, charge and spin: 0.0 kJ/mol
Total charge: +1



# 2
# C3H4S2

One molecule with the formula C3H4S2 at a distorted geometry (ωB97M-V with the def2-TZVPD basis set, the OMol25 dataset).

Structure (XYZ):
```
9
Properties=species:S:1:pos:R:3:forces:R:3:lowdin_charge:R:1
S 2.677872 -0.694387 -0.016210 2.4 -0.2 -0.1 0.693
C 1.130440 -0.544504 -0.056392 -2.0 1.3 0.1 -1.216
C 0.192586 0.713680 0.005687 0.1 -2.0 0.6 -0.250
C -1.069597 -0.165388 -0.048081 -1.0 0.4 1.1 -0.474
S -0.167375 -1.705495 -0.006427 0.4 -0.6 -0.2 0.896
H 0.291364 1.446737 -0.776283 0.2 0.2 -0.2 0.104
H 0.290644 1.130048 1.001934 0.2 0.4 0.0 0.106
H -1.620017 -0.048768 -0.954089 -0.6 0.1 -0.5 0.059
H -1.725917 -0.131920 0.849857 0.3 0.4 -0.8 0.082
```
Positions in Å, forces in eV/Å.

Calculated values
Electronic energy: -913.0482 hartree
Gap between HOMO and LUMO: 8.76 eV
SMILES string: S=C1CCS1
Energy above the lowest of the compared OMol25 structures with the same formula, charge and spin: 32.2 kJ/mol



# 3
# C8H20

A 2-piece molecular cluster, C8H20 overall at a distorted geometry (ωB97M-V with the def2-TZVPD basis set, the OMol25 dataset).

Structure (XYZ):
```
28
Properties=species:S:1:pos:R:3:forces:R:3:lowdin_charge:R:1
C -2.937551 0.858262 3.754849 0.2 0.5 -0.9 -0.124
C -1.742531 0.169793 3.061198 0.7 -0.3 -0.2 -0.262
C -1.453441 0.443533 1.526309 -0.3 -0.4 0.3 -0.268
C -0.691511 1.728232 1.205899 -0.4 0.5 0.5 -0.132
H -3.186169 0.437243 4.743555 0.3 0.1 -0.5 0.069
H -3.829339 0.790563 3.109287 0.2 0.1 0.3 0.068
H -2.674781 1.922003 3.881409 -0.4 -0.3 0.1 0.067
H -0.822392 0.493342 3.584758 -0.3 -0.4 0.0 0.097
H -1.852641 -0.920647 3.216969 0.2 0.4 -0.2 0.097
H -0.796012 -0.341867 1.106328 -0.6 -0.2 0.5 0.078
H -2.408780 0.416943 0.967670 0.4 0.0 0.1 0.104
H -0.386801 1.776583 0.146929 -0.2 -0.1 0.4 0.061
H 0.211498 1.798543 1.835380 -0.3 0.0 -0.3 0.075
H -1.341151 2.592312 1.424858 0.4 -0.1 -0.1 0.071
C 2.798068 -1.083186 -3.737538 -0.5 -0.2 0.5 -0.116
C 1.310909 -0.849196 -3.341420 0.4 0.4 -0.7 -0.271
C 1.003158 -0.388916 -1.916930 -0.5 1.0 -0.6 -0.321
C 1.569637 -1.064036 -0.721690 0.1 -1.0 0.9 -0.133
H 2.925788 -1.075567 -4.833099 -0.1 0.0 0.5 0.066
H 3.105597 -2.070716 -3.354359 0.2 0.4 -0.2 0.067
H 3.458507 -0.315177 -3.301000 -0.2 -0.3 -0.2 0.072
H 0.944289 -0.008967 -3.961949 -0.1 -0.6 0.0 0.100
H 0.708369 -1.742626 -3.594759 0.3 0.4 0.1 0.106
H 1.212728 0.694863 -1.833530 -0.1 -0.3 -0.2 0.107
H -0.087032 -0.531786 -1.788361 0.3 0.5 -0.2 0.108
H 1.117677 -2.070086 -0.707419 0.4 0.1 0.4 0.083
H 1.181728 -0.491867 0.137819 0.3 -0.5 0.0 0.052
H 2.662188 -1.167586 -0.611150 -0.4 0.2 -0.3 0.078
```
Positions in Å, forces in eV/Å.

Calculated values
Electronic energy: -316.7791 hartree
Gap between HOMO and LUMO: 12.13 eV
SMILES string: CCCC.CCCC
Energy above the lowest of the compared OMol25 structures with the same formula, charge and spin: 64.4 kJ/mol



Which formula does entry 1 have? C26H41AsCrN6O6SSi